1.
64
Properties=species:S:1:pos:R:3:nbo_charge:R:1 method="wB97M-V/def2-TZVPD" homo_lumo_gap_ev=8.3256 lumo_ev=0.6 e_tot_ev=-35033.5953 molar_mass_da=401.551 relative_energy_kj_mol=19.3 max_force_ev_per_a=0.71 smiles="CC[C@@H](C)N(CCNC(=O)C[C@@H]1Oc2ccc(C)cc2NC1=O)C1CCCCC1" homo_energy_ev=-7.725
O -0.72565 4.67076 -0.95818 -0.62
O -2.25611 1.28507 1.26724 -0.52
O -3.75291 2.89805 -1.56978 -0.58
N 2.04055 0.75649 -0.19736 -0.50
N -0.46064 2.45026 -0.64936 -0.65
N -3.60045 0.71199 -1.07263 -0.60
C 0.42783 -1.12926 -0.44038 -0.41
C 2.57740 -2.76621 -1.56944 -0.40
C -2.13285 3.60072 0.66928 -0.50
C 1.10748 1.44311 2.01378 -0.61
C 2.26260 0.79985 1.22903 -0.02
C -3.65280 -1.63607 -0.45006 -0.23
C 2.88484 -1.52848 -0.73137 -0.40
C 4.79852 0.94176 0.90158 -0.60
C 1.25529 -3.39212 -1.13748 -0.40
C -3.31937 -2.65100 0.43749 -0.01
C -2.31752 -1.00767 1.89554 -0.25
C 3.57727 1.51208 1.60866 -0.40
C 0.59971 2.27739 -1.60929 -0.24
C -3.46572 2.03117 -0.77984 0.66
C 1.96719 1.97203 -0.96135 -0.21
C -2.65368 0.00030 1.00668 0.31
C -3.69175 -4.07156 0.14094 -0.63
C -2.99140 2.33293 0.64559 0.00
C 1.76000 -0.49000 -0.87076 -0.01
C -3.31937 -0.31919 -0.17744 0.09
C -2.64765 -2.31994 1.60767 -0.22
C 0.12561 -2.37623 -1.26508 -0.40
C -1.03658 3.64305 -0.39781 0.69
H -0.64712 1.67371 -0.03441 0.41
H -3.90671 2.51213 1.23969 0.21
H 3.49689 2.57715 1.38487 0.19
H -2.76811 4.47078 0.50713 0.26
H 0.17792 0.90558 1.84913 0.20
H -1.79096 -0.74947 2.80034 0.23
H -3.72708 -4.24898 -0.93123 0.22
H 3.38609 -3.49263 -1.46293 0.21
H 0.97240 2.48061 1.71850 0.20
H 0.47306 -1.39716 0.61686 0.20
H 2.34836 -0.23973 1.55729 0.19
H 0.32173 1.47452 -2.30004 0.18
H -3.98652 0.47622 -1.97789 0.42
H 2.22405 2.80650 -0.31051 0.21
H -2.97964 -4.75946 0.58994 0.22
H -4.16514 -1.86796 -1.37256 0.21
H 0.67496 3.21280 -2.16803 0.24
H -1.66666 3.68365 1.65351 0.24
H 3.70985 1.41746 2.68852 0.20
H -0.38313 -0.41036 -0.56754 0.20
H -2.37736 -3.09800 2.30505 0.21
H 2.70308 1.94860 -1.78090 0.18
H 3.82635 -1.08425 -1.05603 0.21
H 1.33092 -3.71962 -0.09806 0.19
H 4.68769 1.03198 -0.17523 0.21
H -0.81664 -2.81572 -0.93004 0.21
H 4.93072 -0.10857 1.15028 0.20
H 1.68534 -0.24885 -1.93711 0.19
H 1.32776 1.41980 3.07882 0.21
H 2.51766 -2.48681 -2.62407 0.19
H 5.69396 1.48105 1.20246 0.21
H 1.03919 -4.26975 -1.75039 0.21
H 2.99476 -1.82676 0.31212 0.19
H -4.67739 -4.29180 0.55168 0.22
H 0.00989 -2.09594 -2.31516 0.19

---

2.
64
Properties=species:S:1:pos:R:3:nbo_charge:R:1 method="wB97M-V/def2-TZVPD" homo_lumo_gap_ev=9.0905 lumo_ev=0.7 e_tot_ev=-35033.1763 molar_mass_da=401.551 relative_energy_kj_mol=59.8 max_force_ev_per_a=0.57 smiles="CCOc1ccc(CN2CCNC(=O)[C@H]2CC(=O)NCCCC2CCCC2)cc1" homo_energy_ev=-8.439
O 1.34052 -1.13899 -1.63475 -0.64
O -7.61360 -1.51609 -0.34265 -0.49
O 1.20998 2.91265 0.58435 -0.66
N -0.84148 3.27168 1.38533 -0.60
N -1.94859 1.30007 -0.22152 -0.44
N 2.24542 0.87588 -1.13484 -0.64
C -2.47082 0.60881 -1.39440 -0.23
C -2.68839 2.51154 0.05410 -0.23
C 4.82152 -0.32670 -0.20056 -0.40
C -8.09345 -1.48799 2.05753 -0.64
C -2.26193 3.02297 1.42171 -0.22
C 0.01952 2.63279 0.58375 0.69
C -5.25559 -1.31726 0.30048 -0.33
C 6.11501 -0.28371 0.61678 -0.21
C 4.70141 0.83869 -1.17971 -0.40
C -6.34953 -1.03888 -0.51323 0.31
C -0.51656 1.53230 -0.32335 -0.15
C -3.83153 0.03900 -1.10341 -0.09
C -6.16794 -0.21292 -1.62341 -0.26
C -7.92240 -2.31111 0.78343 -0.06
C -4.01608 -0.78232 -0.00111 -0.12
C -4.92804 0.31834 -1.90939 -0.18
C 6.09448 -1.29441 1.76655 -0.40
C 6.43745 -2.63226 1.10678 -0.41
C 7.31707 -2.27907 -0.10611 -0.41
C 1.33355 -0.09938 -1.00447 0.68
C 3.40456 0.76653 -1.98654 -0.22
C 7.33413 -0.74509 -0.18741 -0.40
C 0.24694 0.23010 0.01745 -0.48
H -4.81015 0.95553 -2.77429 0.21
H -2.49870 2.26729 2.18023 0.20
H 5.52465 -3.13114 0.78165 0.20
H -8.87085 -2.79030 0.52401 0.19
H -0.24629 1.84630 -1.35138 0.21
H 7.31249 -0.39266 -1.21700 0.21
H 3.97007 -0.29193 0.48286 0.20
H 3.32782 -0.19309 -2.50407 0.23
H 8.32724 -2.67204 0.00576 0.21
H -8.38287 -2.13889 2.87805 0.21
H -1.78514 -0.20438 -1.64493 0.22
H -5.34890 -1.95457 1.16579 0.22
H -2.78248 3.95056 1.67025 0.21
H 8.24055 -0.35668 0.27984 0.20
H 4.72479 1.78244 -0.62881 0.20
H 3.38601 1.57327 -2.72907 0.19
H -3.17302 -1.00045 0.63661 0.21
H -2.50902 3.29461 -0.70606 0.17
H -7.02113 -0.00421 -2.24939 0.22
H 6.94937 -3.29942 1.79949 0.21
H -7.16906 -0.97863 2.31876 0.21
H 4.76250 -1.26567 -0.75123 0.20
H -2.52161 1.28480 -2.26581 0.17
H -8.86756 -0.73911 1.91004 0.22
H -0.45687 -0.60044 0.05158 0.24
H 6.86402 -1.02933 2.49398 0.20
H 6.90030 -2.70750 -1.01730 0.20
H 0.71320 0.31793 1.00107 0.23
H 6.25215 0.73425 0.99402 0.20
H 5.54102 0.83596 -1.87633 0.20
H 5.13504 -1.32244 2.28140 0.21
H 2.16372 1.69988 -0.54313 0.43
H -7.16846 -3.09559 0.92322 0.17
H -3.75273 2.26962 0.05961 0.23
H -0.44577 3.96085 2.00920 0.41

---

3.
75
Properties=species:S:1:pos:R:3:lowdin_charge:R:1 method="wB97M-V/def2-TZVPD" homo_lumo_gap_ev=7.7795 lumo_ev=2.1 e_tot_ev=-70396.8114 molar_mass_da=667.193 relative_energy_kj_mol=201.2 total_charge=-1 max_force_ev_per_a=1.94 homo_energy_ev=-5.645
Rb 0.05317 0.35827 0.01161 0.89
S -1.12667 -3.88259 -1.59093 0.59
S -3.35406 0.35530 -2.94142 0.73
O 5.00141 4.90965 -0.09876 0.05
O 3.10757 -0.72686 -0.50172 -0.10
O -0.11000 4.30393 0.25849 -0.02
O -0.30309 2.55446 -1.11243 -0.22
O 5.01038 -0.20427 0.52367 -0.02
N -1.84914 1.36995 -4.86031 -0.20
N -3.07807 -0.50404 -5.45913 -0.28
N 1.28217 -4.23676 -2.57623 0.06
N 1.23164 -3.45366 -0.43215 -0.03
N -0.32551 -2.32283 3.19309 0.14
N -0.85583 2.07771 2.65309 0.01
N 0.68622 -2.91708 0.67237 0.09
N -2.77853 0.29194 0.77174 -0.07
N 2.25612 1.81719 -0.19542 0.03
C -2.70813 0.42398 -4.45812 -0.79
C 0.51751 -3.81242 -1.52018 -0.94
C -1.40423 2.42402 -3.98292 -0.07
C 3.55687 1.56844 -0.10298 -0.18
C 4.08530 3.88989 -0.12967 -0.30
C -0.30635 -0.62891 4.87052 -0.08
C 0.86125 -1.89994 2.76851 -0.25
C -3.26290 2.28078 2.15815 -0.20
C -3.33282 1.63745 0.77034 -0.30
C -0.89166 -1.69539 4.20402 -0.14
C 4.51697 2.57264 -0.05656 0.06
C 0.32759 3.33125 -0.37444 -0.72
C 1.84197 3.07480 -0.25231 -0.20
C -3.31180 -1.84619 -4.96175 -0.13
C 2.95179 -2.81918 1.64865 -0.02
C 2.72586 4.14566 -0.22541 0.04
C 3.93719 0.07987 -0.02134 -0.68
C 1.46982 -2.59222 1.62748 -0.29
C 0.93906 -0.19348 4.43999 -0.08
C -4.18688 -0.02166 -6.26325 -0.08
C -1.94780 3.01159 2.41923 -0.29
C 1.53467 -0.83155 3.37015 -0.01
C -1.20817 1.32900 -6.15170 -0.05
H 2.34144 5.15648 -0.27013 0.12
H -1.69231 3.61864 1.54996 0.08
H -2.08665 3.70052 3.27261 0.11
H 3.19931 -3.83825 1.34926 0.09
H 2.24034 -3.33998 -0.55251 0.14
H 0.01905 2.55771 2.47086 0.06
H -0.31894 2.40849 -3.88297 0.10
H -4.07527 3.00431 2.25704 0.10
H -4.30533 -0.68039 -7.12372 0.08
H -4.22814 -1.92539 -4.36764 0.06
H -2.47493 -2.14474 -4.33304 0.07
H -1.51048 2.18595 -6.76173 0.09
H -4.38459 1.64860 0.42812 0.10
H -5.12355 -0.00978 -5.69006 0.09
H -1.71076 3.39785 -4.37256 0.10
H -3.98444 0.99030 -6.60941 0.08
H -0.80667 -0.14998 5.69877 0.10
H -1.47544 0.40687 -6.66278 0.08
H 0.80077 -4.31436 -3.45799 0.08
H 3.34998 -2.64364 2.64332 0.08
H -0.86162 1.78278 3.62427 0.05
H -2.75202 2.23666 0.06919 0.10
H -1.85386 -2.08586 4.51192 0.10
H 2.49229 -0.51101 2.99061 0.12
H 3.43252 -2.12120 0.95018 0.06
H 4.51999 5.74474 -0.15105 0.10
H 5.56641 2.33792 0.03435 0.12
H 2.23282 -3.89819 -2.62889 0.10
H -1.81346 2.28446 -2.98527 0.02
H -0.12354 1.36271 -6.02234 0.09
H -3.38635 -0.31593 1.31533 0.07
H 1.44430 0.63021 4.92857 0.11
H -3.37922 -2.51394 -5.82135 0.08
H -2.79092 -0.06046 -0.18295 0.00
H -3.40629 1.51112 2.92229 0.10

---

4.
75
Properties=species:S:1:pos:R:3:lowdin_charge:R:1 method="wB97M-V/def2-TZVPD" homo_lumo_gap_ev=7.8745 lumo_ev=2.2 e_tot_ev=-70398.8281 molar_mass_da=667.193 relative_energy_kj_mol=6.6 total_charge=-1 max_force_ev_per_a=0.11 homo_energy_ev=-5.681
Rb -0.41338 -0.10929 -0.65748 0.79
S -2.22526 4.34363 -0.34533 0.62
S -4.07357 -0.98779 0.04596 0.57
O 5.51510 0.19486 3.23805 0.05
O -0.19753 1.42664 1.86507 -0.12
O 2.16756 -0.87361 -1.57123 -0.17
O 0.84842 1.98546 3.77031 -0.03
O 4.06944 -1.94585 -1.03614 -0.01
N 0.35611 0.28391 -3.68241 -0.03
N 0.44214 -2.91516 1.03522 0.13
N -1.56652 -1.26108 1.72156 0.01
N 0.28605 3.84944 -1.11961 -0.20
N -0.04270 -2.56918 -2.43361 -0.03
N -3.67248 1.43459 1.05520 0.09
N 2.06865 0.18677 0.95482 0.12
N 0.00239 4.37209 1.10878 -0.19
N -2.41951 -0.20500 2.00560 -0.05
C 2.67920 -3.68097 1.43077 -0.05
C -0.76273 -1.56887 2.66213 -0.27
C 1.37753 2.89454 -0.92363 -0.07
C 2.08559 0.79528 2.14020 -0.19
C -0.87517 -1.05748 4.06981 -0.01
C 0.36364 -2.00071 -4.77994 -0.20
C 3.18168 -0.41677 0.53272 -0.17
C 1.54517 -3.53451 0.64051 -0.13
C 0.41024 -2.41039 2.27462 -0.23
C 1.40056 4.72239 1.28707 -0.04
C -0.79398 4.46512 2.32005 -0.09
C -0.11230 -3.06728 -3.79797 -0.29
C 4.36456 0.20841 2.49893 -0.30
C -0.56183 4.17251 -0.09642 -0.78
C 3.21241 0.83623 2.94693 0.04
C 1.48899 -2.52943 3.14514 -0.02
C -0.33905 -0.65127 -4.57927 -0.28
C 4.35525 -0.43494 1.27487 0.05
C 0.79494 1.47142 2.63922 -0.66
C 3.14677 -1.14889 -0.82518 -0.65
C -3.35669 0.11528 1.05957 -0.97
C 2.64174 -3.16742 2.71103 -0.06
C -0.17865 3.92832 -2.49322 -0.11
H -4.27684 1.71862 0.30229 0.08
H 0.83532 0.98782 -4.22827 0.06
H -1.91195 -0.79551 4.27527 0.08
H 3.14974 1.34935 3.89922 0.12
H 1.98729 3.89082 1.68482 0.09
H 1.07146 -0.18789 -3.13138 0.00
H -0.39494 -3.23721 -1.75900 0.06
H 5.35716 0.68864 4.04953 0.10
H 1.29494 2.09926 -1.66776 0.06
H 0.90950 -2.30833 -2.17518 0.02
H -0.81340 4.79918 -2.62633 0.05
H -0.20283 4.07788 3.14845 0.08
H 5.21909 -0.95769 0.89065 0.13
H 2.35973 3.36003 -1.04024 0.09
H 1.44349 -1.85857 -4.67079 0.11
H -1.68614 3.85844 2.22354 0.04
H 1.45391 -2.08366 4.12851 0.11
H -2.95628 2.11158 1.29168 0.04
H -1.09735 5.50112 2.50384 0.09
H -0.26408 -0.16611 4.23636 0.08
H -1.34416 -0.84419 -4.19045 0.10
H -1.15839 -3.30255 -4.02055 0.11
H 0.46509 -3.98820 -3.96444 0.10
H -1.88191 0.59455 2.36094 0.11
H 0.19216 -2.36925 -5.79591 0.10
H 1.82760 5.05481 0.34471 0.09
H -0.74164 3.03683 -2.78500 0.08
H 3.56935 -4.13553 1.02048 0.11
H 3.50670 -3.23040 3.35956 0.11
H 1.31272 2.43214 0.05728 0.05
H -0.56250 -1.82226 4.78026 0.08
H 1.45490 5.54592 2.00207 0.09
H -0.47184 -0.15840 -5.54547 0.10
H 1.54867 -3.90479 -0.37918 0.11
H 0.69858 4.01253 -3.13802 0.09